1.
Molecular formula: C37H56O3PPtSSi4
Method: DFT, wB97M-V/def2-TZVPD

Results
**Energy relative to the best compared isomer or geometry (same formula, charge and spin)**: 0.0000 eV
**Charge**: +1
**Gap between HOMO and LUMO**: 6.9 eV
**HOMO**: -9.5 eV
**LUMO**: -2.6485 eV

Geometry as XYZ:
```
103
Properties=species:S:1:pos:R:3:lowdin_charge:R:1
Pt 0.67 0.12 0.67 0.829
C 0.63 -1.46 2.46 -0.283
C -0.68 -1.66 1.87 -0.266
C -1.35 -0.45 1.92 -0.278
C -0.47 0.54 2.54 -0.352
C 0.72 -0.13 2.95 -0.338
C 1.80 0.42 3.83 -0.026
C -0.93 1.85 3.11 -0.033
C -2.77 -0.24 1.50 -0.012
C -1.21 -2.94 1.30 -0.018
C 1.53 -2.58 2.86 -0.018
H 2.75 -0.09 3.65 0.066
H 1.56 0.28 4.89 0.096
H 1.96 1.48 3.66 0.076
H -1.62 1.67 3.94 0.105
H -1.43 2.47 2.39 0.028
H -0.09 2.41 3.52 0.077
H -3.14 0.73 1.82 0.055
H -3.41 -1.00 1.96 0.100
H -2.89 -0.32 0.42 0.058
H -1.91 -3.41 2.00 0.094
H -0.41 -3.66 1.12 0.075
H -1.73 -2.77 0.37 0.068
H 1.15 -3.02 3.79 0.109
H 2.55 -2.25 3.05 0.063
H 1.56 -3.37 2.12 0.069
O -1.30 -1.00 -1.20 -0.293
S -0.82 -0.76 -2.51 0.615
O -1.69 -0.96 -3.63 -0.271
O -0.38 0.83 -2.60 -0.519
C 0.66 -1.69 -2.86 -0.245
C 0.50 -2.56 -3.94 -0.065
C 1.57 -3.29 -4.42 -0.035
C 2.82 -3.10 -3.86 -0.031
C 2.97 -2.26 -2.78 -0.081
C 1.89 -1.57 -2.21 -0.285
P 2.29 -0.61 -0.69 0.909
C 3.36 -1.74 0.26 -0.359
C 4.19 -1.17 1.23 -0.143
C 5.05 -1.95 1.98 -0.070
C 5.07 -3.33 1.80 -0.064
C 4.21 -3.91 0.89 -0.065
C 3.37 -3.13 0.12 -0.097
C 3.51 0.52 -1.48 -0.338
C 3.03 1.34 -2.50 -0.133
C 3.87 2.19 -3.20 -0.076
C 5.22 2.23 -2.89 -0.061
C 5.72 1.41 -1.88 -0.057
C 4.87 0.56 -1.19 -0.075
H -0.47 -2.65 -4.41 0.118
H 1.42 -3.97 -5.25 0.121
H 3.68 -3.62 -4.26 0.120
H 3.95 -2.13 -2.35 0.119
H 4.16 -0.09 1.40 0.107
H 5.70 -1.48 2.71 0.115
H 5.74 -3.94 2.39 0.112
H 4.21 -4.99 0.76 0.113
H 2.71 -3.61 -0.60 0.111
H 1.98 1.29 -2.77 0.054
H 3.48 2.80 -4.00 0.108
H 5.89 2.89 -3.43 0.113
H 6.77 1.42 -1.64 0.114
H 5.29 -0.09 -0.44 0.092
C -3.11 3.35 0.77 -0.205
Si -2.28 2.79 -0.82 0.433
C -3.51 1.67 -1.69 -0.193
C -2.13 4.40 -1.79 -0.206
Si -0.05 1.86 -0.65 0.546
Si 1.46 3.69 -0.42 0.384
C 1.90 4.99 -1.70 -0.200
C 0.46 4.60 0.90 -0.207
C 3.06 3.15 0.39 -0.201
Si -0.55 1.57 -4.20 0.449
C -2.32 1.83 -4.66 -0.138
C 0.32 3.19 -4.04 -0.135
C 0.42 0.53 -5.39 -0.121
H -4.03 3.85 0.44 0.048
H -2.53 4.08 1.33 0.029
H -3.41 2.55 1.45 0.006
H -4.08 1.09 -0.96 0.036
H -3.09 0.97 -2.41 -0.014
H -4.23 2.30 -2.23 0.052
H -3.03 4.99 -1.57 0.047
H -2.11 4.25 -2.87 0.003
H -1.26 5.00 -1.50 0.011
H 1.03 5.47 -2.15 0.026
H 2.56 4.64 -2.49 0.015
H 2.44 5.76 -1.14 0.046
H -0.44 5.06 0.50 0.016
H 1.10 5.41 1.28 0.049
H 0.19 3.98 1.75 0.014
H 3.86 3.04 -0.35 0.020
H 2.95 2.21 0.93 -0.003
H 3.37 3.92 1.10 0.044
H -2.75 2.71 -4.19 0.027
H -2.96 0.98 -4.46 0.035
H -2.33 2.00 -5.74 0.058
H -0.25 3.96 -3.52 0.014
H 0.47 3.54 -5.07 0.070
H 1.30 3.12 -3.58 -0.005
H 0.17 -0.53 -5.40 0.023
H 1.50 0.62 -5.19 0.048
H 0.23 0.92 -6.39 0.057
```

=====

2.
Molecular formula: C43H54BF5Ge2I2NO4Rb
Method: DFT, wB97M-V/def2-TZVPD

Results
**Energy relative to the best compared isomer or geometry (same formula, charge and spin)**: 0.5959 eV
**Charge**: -2
**Gap between HOMO and LUMO**: 5.4 eV
**HOMO**: -1.9 eV
**LUMO**: 3.4996 eV

Geometry as XYZ:
```
113
Properties=species:S:1:pos:R:3:lowdin_charge:R:1
Rb 1.24 -0.45 0.44 0.849
I 4.70 3.57 1.20 0.741
C 4.50 3.21 -0.88 -1.183
I 3.95 1.26 -1.43 1.010
H 5.46 3.42 -1.33 -0.052
H 3.75 3.90 -1.24 -0.073
C -1.92 3.76 -2.01 -0.176
C -2.54 3.08 -0.79 -0.343
Ge -2.40 1.13 -0.84 0.842
C -2.93 0.35 0.88 -0.336
C -3.74 -0.93 0.71 -0.182
C -3.86 0.66 -2.15 -0.223
C -3.26 0.07 -3.21 -0.336
Ge -1.34 -0.06 -2.68 0.918
C -0.74 -1.90 -2.34 -0.340
C -0.95 -2.90 -3.48 -0.161
C -0.11 0.95 -3.82 -0.342
C 0.17 0.38 -5.21 -0.163
C -3.96 -0.37 -4.45 -0.221
C -3.27 -1.05 -5.45 -0.056
C -3.89 -1.48 -6.61 -0.090
C -5.24 -1.22 -6.81 -0.120
C -5.95 -0.53 -5.84 -0.107
C -5.32 -0.11 -4.68 -0.049
H -2.02 4.85 -1.97 0.061
H -2.40 3.42 -2.93 0.060
H -0.86 3.53 -2.08 0.045
H -3.62 3.30 -0.74 0.059
H -2.09 3.46 0.13 0.052
H -3.51 1.12 1.40 0.068
H -2.04 0.19 1.49 0.037
H -4.71 -0.74 0.25 0.056
H -3.93 -1.42 1.68 0.057
H -3.23 -1.66 0.08 0.050
H -4.94 0.84 -2.13 0.044
H -1.27 -2.24 -1.45 0.036
H 0.33 -1.87 -2.10 0.033
H -2.00 -3.00 -3.75 0.055
H -0.58 -3.89 -3.19 0.069
H -0.39 -2.61 -4.37 0.061
H 0.83 1.00 -3.25 0.044
H -0.51 1.96 -3.88 0.042
H 0.63 -0.61 -5.15 0.049
H 0.89 1.01 -5.75 0.068
H -0.73 0.32 -5.81 0.047
H -2.21 -1.25 -5.31 0.076
H -3.32 -2.01 -7.36 0.098
H -5.73 -1.55 -7.72 0.088
H -7.00 -0.32 -5.98 0.090
H -5.88 0.43 -3.93 0.093
C 2.78 0.88 3.60 -0.075
C 2.51 0.01 4.83 -0.360
C 3.66 -0.99 5.05 -0.059
C 1.13 -0.64 4.84 -0.132
C 0.25 -0.25 5.84 -0.059
C -1.04 -0.74 5.89 -0.110
C -1.45 -1.63 4.92 -0.067
C -0.60 -2.06 3.90 -0.120
C -1.24 -3.00 2.87 -0.351
C -0.81 -2.84 1.42 -0.097
C -1.14 -4.47 3.29 -0.060
C 0.73 -1.58 3.86 -0.186
N 1.61 -1.86 2.83 -0.028
C 2.26 -3.01 2.67 -0.313
C 2.29 -4.12 3.56 -0.060
C 3.00 -5.28 3.29 -0.140
C 3.75 -5.42 2.13 -0.145
C 3.80 -4.33 1.25 -0.039
C 3.10 -3.19 1.53 -0.226
F 3.24 -2.12 0.69 -0.094
H 3.67 1.49 3.75 0.051
H 1.93 1.53 3.39 0.071
H 2.95 0.24 2.73 0.048
H 2.52 0.68 5.70 0.116
H 3.78 -1.64 4.19 0.066
H 3.48 -1.61 5.93 0.077
H 4.60 -0.45 5.20 0.071
H 0.58 0.49 6.57 0.099
H -1.73 -0.42 6.67 0.084
H -2.47 -2.00 4.92 0.104
H -2.31 -2.74 2.90 0.107
H 0.18 -3.26 1.25 0.071
H -0.81 -1.78 1.14 0.011
H -1.52 -3.35 0.77 0.079
H -0.12 -4.83 3.18 0.059
H -1.79 -5.09 2.65 0.073
H -1.45 -4.61 4.33 0.075
H 1.73 -4.03 4.49 0.106
H 2.97 -6.10 4.00 0.086
H 4.30 -6.33 1.91 0.075
H 4.40 -4.35 0.34 0.116
F 2.83 -3.08 -3.16 0.107
B 3.14 -1.74 -3.41 -1.306
F 2.31 -0.91 -2.59 -0.059
F 2.88 -1.43 -4.76 0.097
F 4.48 -1.47 -3.10 0.052
O -0.35 1.92 2.30 0.007
C 0.01 2.30 1.18 -0.699
O -0.02 1.61 0.11 -0.375
C 0.54 3.71 1.01 -0.128
C 0.36 4.65 2.02 -0.014
C 0.81 5.97 1.88 0.009
C 1.45 6.28 0.71 -0.228
O 2.01 7.48 0.34 0.012
C 2.46 7.30 -1.00 -0.148
O 2.33 5.93 -1.34 0.002
C 1.63 5.35 -0.29 -0.231
C 1.19 4.06 -0.19 0.028
H -0.13 4.32 2.92 0.116
H 0.68 6.70 2.67 0.110
H 3.51 7.59 -1.07 0.131
H 1.83 7.90 -1.68 0.131
H 1.31 3.32 -0.97 0.114
```

=====

3.
Molecular formula: C6H14N3O5P
Method: DFT, wB97M-V/def2-TZVPD

Results
**Energy relative to the best compared isomer or geometry (same formula, charge and spin)**: 2.1878 eV
**Gap between HOMO and LUMO (alpha / beta)**: 7.3 / 7.4 eV
**HOMO (alpha / beta)**: -9.5 / -9.5 eV
**LUMO (alpha / beta)**: -2.1417 / -2.1129 eV

Geometry as XYZ:
```
29
Properties=species:S:1:pos:R:3:nbo_charge:R:1
C 0.95 2.44 -2.82 -0.619
C -0.66 -2.24 2.09 -0.628
C 1.90 -2.17 2.14 -0.639
C -3.16 0.39 -1.71 -0.984
C -0.39 1.97 -2.27 -0.071
C 0.61 -1.48 1.72 0.114
N -1.13 -0.14 -0.18 -0.767
N 0.62 -1.19 0.34 0.327
N 0.58 -0.10 2.44 0.560
O 1.47 -1.39 -0.47 -0.125
O -0.18 0.02 3.36 -0.328
O 1.36 0.71 2.04 -0.350
O -1.41 -1.74 -2.28 -1.096
O -0.61 0.63 -2.69 -0.813
P -1.46 -0.36 -1.75 2.192
H 1.13 3.47 -2.52 0.211
H 1.75 1.81 -2.43 0.211
H 0.95 2.38 -3.90 0.213
H -1.52 -1.70 1.70 0.274
H -0.73 -2.32 3.17 0.252
H -0.64 -3.23 1.65 0.235
H 2.76 -1.53 1.90 0.244
H 1.89 -2.37 3.21 0.239
H 2.01 -3.10 1.60 0.239
H -3.84 -0.35 -1.31 0.250
H -3.17 1.28 -1.09 0.243
H -3.43 0.63 -2.74 0.253
H -1.20 2.60 -2.65 0.168
H -0.39 2.02 -1.17 0.192
```

=====

4.
Molecular formula: C8H14N2O3
Method: DFT, wB97M-V/def2-TZVPD

Results
**Energy relative to the best compared isomer or geometry (same formula, charge and spin)**: 11.4893 eV
**Gap between HOMO and LUMO (alpha / beta)**: 7.8 / 8.9 eV
**HOMO (alpha / beta)**: -8.4 / -8.9 eV
**LUMO (alpha / beta)**: -0.5470 / -0.0140 eV

Geometry as XYZ:
```
27
Properties=species:S:1:pos:R:3:nbo_charge:R:1
C 3.03 -1.53 0.70 -0.588
C 0.51 1.23 -0.22 -0.223
C 3.28 -0.84 -0.40 0.233
C -1.81 -0.59 -0.51 0.236
C -1.84 -0.08 -1.90 -0.666
C -2.66 0.45 1.52 -0.643
C 4.02 1.38 -0.67 0.001
C -1.40 0.24 0.72 -0.152
N -1.92 -1.87 -0.51 -0.166
N -0.62 1.50 0.23 0.143
O -1.21 2.58 0.39 -0.509
O -1.78 -2.48 0.73 -0.576
O 3.17 0.46 -0.52 -0.395
H 2.89 -2.65 0.79 0.228
H 2.95 -1.03 1.69 0.202
H 0.66 0.18 -0.51 0.194
H -2.60 -0.70 -2.37 0.250
H -0.80 -0.31 -2.21 0.230
H -1.95 1.03 -1.96 0.231
H -3.13 -0.57 1.77 0.246
H -2.48 0.86 2.56 0.231
H -3.56 0.97 1.08 0.244
H 5.00 1.38 -0.18 0.163
H 1.17 1.90 -0.72 0.204
H 3.66 2.25 -1.16 0.160
H -0.61 -0.42 1.12 0.247
H -1.98 -3.34 0.53 0.473
```